(1)
DFT (ωB97M-V/def2-TZVPD) results for 4 unconnected molecules or ions with the total composition C39H74F8N5O6S.

**HOMO energy**: -11.9 eV
**Largest force on an atom**: 11.4 eV/Å
**Multiplicity**: 1
**Charge**: +1
**Lowest unoccupied orbital energy**: -0.1914 Eh
**Energy relative to the best compared isomer or geometry (same formula, charge and spin)**: 275.63 kcal per mole
**Energy**: -93927.767 eV

CARTESIAN COORDINATES (ANGSTROEM)
C1 5.5237 -2.0295 0.0915
C2 6.0254 -1.8081 -1.4757
O1 5.0319 -2.5548 -2.3082
C3 3.8758 -1.6379 -2.4561
C4 2.4714 -2.5097 -2.3553
O2 1.5149 -2.0330 -1.3634
C5 0.4691 -1.1619 -1.8729
N1 -0.4264 -2.1676 -2.6294
C6 -0.7923 -3.2073 -1.8124
O3 -0.9002 -4.4177 -1.1973
N2 1.0137 -0.2289 -2.9822
O4 0.3323 -0.8101 -4.0224
C7 0.5948 1.2254 -2.6758
N3 0.5051 2.2538 -3.5828
S1 -0.1400 3.8337 -3.0649
C8 0.8818 2.1887 -5.0528
C9 2.1286 3.2646 -5.3505
O5 3.3750 2.7657 -4.6935
C10 2.5056 3.3042 -6.9798
F1 1.3035 3.4176 -7.8370
F2 3.3981 4.5062 -7.1808
F3 3.3319 2.1098 -7.2753
N4 0.3024 1.1187 -1.1995
C11 1.0535 1.8905 -0.2027
F4 2.0178 2.7901 -0.9479
F5 0.1243 2.8527 0.5001
C12 1.9965 1.1517 0.8947
F6 1.3469 0.9438 2.2443
F7 2.7550 -0.0279 0.4192
F8 3.0821 2.1582 1.2301
C13 -0.4084 -0.1704 -0.9169
C14 -0.9003 -0.5807 0.5811
C15 -0.0672 -1.7421 1.3607
C16 -1.9099 -0.0182 -1.6483
C17 -2.7345 1.3128 -1.1417
C18 -3.9093 1.0188 -0.0377
C19 -4.7693 2.4121 0.3041
N5 -4.1256 3.0631 1.5467
C20 -4.0161 4.5714 1.3580
C21 -2.6248 5.4457 1.5825
O6 -5.1012 5.2947 0.9849
H1 5.3970 -0.9596 0.5482
H2 6.2603 -2.7314 0.6690
H3 4.4590 -2.5626 0.1358
H4 6.1166 -0.6788 -1.7733
H5 7.0971 -2.2845 -1.6246
H6 3.9097 -0.6997 -1.7597
H7 3.9234 -1.2543 -3.5857
H8 2.0284 -2.6949 -3.4382
H9 2.8188 -3.5929 -1.9893
H10 -0.3688 -0.1928 -4.3762
H11 -1.0472 3.6607 -1.9991
H12 0.0011 2.5620 -5.7672
H13 1.2919 1.1555 -5.4140
H14 1.8600 4.3674 -5.0714
H15 3.2295 2.6329 -3.7101
H16 -2.0415 -0.9331 0.6501
H17 -0.9105 0.4370 1.2088
H18 -0.6052 -1.8968 2.4155
H19 1.0498 -1.5094 1.6040
H20 -0.0863 -2.8088 0.8516
H21 -1.8618 0.0358 -2.8137
H22 -2.6017 -0.9681 -1.4319
H23 -2.0666 2.1762 -0.7212
H24 -3.2817 1.7571 -2.1013
H25 -4.6216 0.1309 -0.3697
H26 -3.4322 0.7070 1.0110
H27 -4.7463 3.1092 -0.6385
H28 -5.8495 2.0794 0.6329
H29 -4.7684 2.9559 2.3739
H30 -1.7470 4.7930 2.0442
H31 -2.2585 5.8906 0.5644
H32 -2.8421 6.3835 2.2875
C22 -6.0045 -5.0419 4.2283
C23 -4.9112 -4.0184 3.9656
C24 -5.3978 -2.8115 3.1588
C25 -5.9016 -3.1299 1.7463
C26 -4.8898 -3.8333 0.8371
C27 -3.6494 -2.9966 0.5660
H33 -6.3910 -5.4693 3.2990
H34 -5.6108 -5.8656 4.8312
H35 -6.8375 -4.5900 4.7758
H36 -4.0672 -4.5015 3.4622
H37 -4.5292 -3.6607 4.9304
H38 -4.5855 -2.0775 3.1010
H39 -6.2082 -2.3183 3.7127
H40 -6.2139 -2.1927 1.2718
H41 -6.8049 -3.7476 1.8113
H42 -5.3779 -4.0550 -0.1195
H43 -4.5981 -4.8000 1.2608
H44 -3.9163 -2.0460 0.0958
H45 -2.9770 -3.5325 -0.1126
H46 -3.0915 -2.7888 1.4825
C28 4.0244 -8.1809 2.2808
C29 2.6303 -8.1017 2.8827
C30 1.5458 -7.7843 1.8495
C31 1.6849 -6.4259 1.1526
C32 1.7091 -5.2135 2.0879
C33 0.4236 -5.0481 2.8831
H47 4.3314 -7.2271 1.8431
H48 4.7535 -8.4383 3.0549
H49 4.0699 -8.9505 1.5039
H50 2.6190 -7.3624 3.6904
H51 2.3956 -9.0679 3.3475
H52 0.5664 -7.8464 2.3384
H53 1.5473 -8.5696 1.0814
H54 0.8540 -6.3134 0.4469
H55 2.5968 -6.4191 0.5442
H56 1.8648 -4.3118 1.4835
H57 2.5621 -5.2719 2.7721
H58 -0.4354 -4.9376 2.2155
H59 0.4831 -4.1512 3.5090
H60 0.2442 -5.8983 3.5461
C34 3.0234 6.8315 -1.3739
C35 2.6743 6.4578 0.0581
C36 1.1742 6.5409 0.3531
C37 0.5572 7.9374 0.2139
C38 1.1944 9.0210 1.0886
C39 1.0552 8.7438 2.5772
H61 2.7552 7.8672 -1.5991
H62 4.1001 6.7268 -1.5373
H63 2.5083 6.1768 -2.0838
H64 3.2375 7.0906 0.7520
H65 3.0082 5.4285 0.2413
H66 0.9940 6.1603 1.3653
H67 0.6416 5.8579 -0.3228
H68 -0.5098 7.8689 0.4543
H69 0.6077 8.2563 -0.8337
H70 0.7088 9.9783 0.8643
H71 2.2517 9.1493 0.8339
H72 0.0023 8.6621 2.8611
H73 1.4982 9.5630 3.1538
H74 1.5683 7.8239 2.8687

***

(2)
DFT (ωB97M-V/def2-TZVPD) results for 2 unconnected molecules or ions with the total composition C4H9N4O.

**HOMO energy**: -13.8 eV
**Largest force on an atom**: 6.6 eV/Å
**Multiplicity**: 1
**Charge**: +1
**Lowest unoccupied orbital energy**: -0.1263 Eh
**Energy relative to the best compared isomer or geometry (same formula, charge and spin)**: 101.29 kcal per mole
**Energy**: -12291.230 eV

CARTESIAN COORDINATES (ANGSTROEM)
C1 0.3733 0.2166 -0.5065
C2 -1.7252 -0.0775 0.2037
C3 -0.7039 -1.1476 0.9451
C4 -1.4266 1.6997 -1.3846
N1 4.1275 -0.8194 0.8775
N2 -0.8498 0.6430 -0.5591
N3 0.5488 -0.7424 0.4195
N4 3.1048 -0.4057 0.7441
O1 5.0537 -1.4250 0.8499
H1 -2.4364 -0.7671 -0.2362
H2 -2.4157 0.6579 0.6811
H3 -0.8429 -1.1176 2.0358
H4 -1.2015 -2.0355 0.5279
H5 -1.4304 2.5897 -0.8776
H6 -0.7312 1.7888 -2.1540
H7 -2.3951 1.3833 -1.6929
H8 1.5354 -0.9448 0.6742
H9 1.4152 0.5035 -0.5479